Record 1
The following is a quantum chemistry calculation of a cluster of 2 separate species, C4H10N2O in total, from the Open Molecules 2025 dataset.

frontier orbital gap (alpha / beta) = 0.316 / 0.316 Eh
lowest unoccupied orbital energy (alpha / beta) = 0.92 / 0.92 eV
relative energy (zero: lowest compared OMol25 entry of this formula, charge and spin) = 5.708 eV
total energy = -342.9917 Ha
highest occupied orbital energy (alpha / beta) = -7.67 / -7.67 eV

Structure (XYZ):
```
17
Properties=species:S:1:pos:R:3:forces:R:3
C 1.4743 0.6748 -0.9152 -1.61 -0.57 1.53
C -2.2783 -0.6587 -0.2988 1.71 -0.30 -1.07
C -0.1084 1.7938 0.6891 3.72 0.31 -3.65
C 0.9504 -1.6892 0.3255 -2.30 2.33 2.24
N 0.5986 0.6386 0.0936 0.31 -2.97 -0.19
N 0.2976 -0.4599 0.7441 -0.93 1.51 0.31
O -2.6948 0.4487 -0.1462 -0.15 0.50 -0.07
H 1.6855 -0.2156 -1.4315 0.51 -1.05 -0.06
H 1.6156 1.5371 -1.4384 0.23 2.43 -0.98
H -1.2991 -0.9606 -0.7730 -0.67 0.90 -0.03
H -2.7983 -1.5353 -0.0249 -1.30 -1.20 0.82
H 0.4688 1.9211 1.5276 0.54 1.02 2.41
H 0.0833 2.5410 -0.0779 -0.18 0.73 0.46
H -1.1012 1.6275 0.7495 -2.93 -0.82 0.62
H 0.7483 -1.8461 -0.6814 0.15 -1.01 -2.02
H 1.9221 -1.5000 0.6313 2.65 -0.51 -0.12
H 0.4356 -2.3172 1.0264 0.24 -1.31 -0.21
```
Forces are in eV/Å.

Atomic partial charges in e from the Mulliken method, atoms 1 to 5:
1 C -0.48
2 C 0.12
3 C -0.81
4 C -1.26
5 N 0.70



Record 2
The following is a quantum chemistry calculation of a structure of composition C33H39CrN5O, from the Open Molecules 2025 dataset.

frontier orbital gap (alpha / beta) = 0.237 / 0.243 Eh
lowest unoccupied orbital energy (alpha / beta) = -3.80 / -3.69 eV
net charge = +1
multiplicity = 4
relative energy (zero: lowest compared OMol25 entry of this formula, charge and spin) = 4.990 eV
total energy = -2674.1331 Ha
highest occupied orbital energy (alpha / beta) = -10.25 / -10.31 eV
<S²> = 3.799

Structure (XYZ):
```
79
Properties=species:S:1:pos:R:3:forces:R:3
Cr -0.1820 -0.7293 -0.2503 0.91 0.66 -0.50
O -2.9845 -0.4481 2.6000 -0.07 0.04 0.06
C -2.0715 -0.7458 1.8586 0.10 -0.06 -0.07
N -1.4339 0.0349 0.9723 -0.03 0.02 0.06
C -1.8615 1.3746 0.6066 0.13 -0.21 -0.03
C -0.9099 1.7865 -0.5332 0.07 0.02 0.16
C -1.0936 3.1563 -1.0868 -0.04 -0.10 0.08
C -0.3062 3.5242 -2.1106 0.05 0.16 -0.21
C 0.6777 2.7097 -2.8020 -0.05 -0.01 0.19
C 0.9301 1.3570 -2.7653 -0.02 0.01 0.11
N 0.1991 0.3366 -2.2499 0.01 -0.27 0.25
C -1.5038 -2.1497 1.8072 -0.03 0.20 -0.22
C -1.8865 -3.1433 2.6776 -0.15 -0.07 0.10
C -1.3528 -4.4110 2.5086 0.03 -0.03 0.01
C -0.4600 -4.6426 1.4685 -0.04 -0.10 0.09
C -0.1236 -3.5988 0.6359 -0.04 0.12 -0.07
N -0.6382 -2.3739 0.8036 -0.09 -0.34 0.24
H -1.7953 2.0644 1.4510 0.02 0.02 0.06
H -2.8943 1.3842 0.2484 -0.06 -0.03 0.00
H -1.8559 3.8084 -0.6745 0.03 -0.04 -0.06
H -0.3989 4.5470 -2.4649 0.04 -0.06 -0.03
H 1.3705 3.2670 -3.4211 0.00 0.02 0.02
H 1.8566 1.0300 -3.2289 -0.04 -0.02 -0.05
H -2.6065 -2.8994 3.4491 0.06 -0.02 -0.02
H -1.6298 -5.2149 3.1779 0.00 0.00 -0.02
H -0.0314 -5.6198 1.2974 -0.01 0.01 0.03
H 0.5644 -3.7364 -0.1895 0.03 0.02 0.00
C 0.3695 0.4569 3.6946 0.01 0.00 -0.01
C 1.7037 -0.2156 3.3707 -0.01 0.05 -0.08
C 1.6266 -1.6004 2.7287 0.08 -0.02 0.11
C 2.6418 0.6740 2.5736 -0.12 -0.07 0.06
C 3.7936 1.0762 3.2385 0.04 0.02 0.00
C 4.7681 1.8454 2.6281 -0.06 -0.01 -0.01
C 4.5987 2.1883 1.3066 0.03 0.03 -0.02
C 3.4623 1.8178 0.5891 0.01 -0.03 -0.16
C 3.4527 2.1677 -0.8855 -0.01 -0.04 0.02
C 4.5925 1.4617 -1.6271 0.02 0.00 0.02
C 3.4994 3.6770 -1.1264 0.02 0.02 0.03
C 2.4524 1.0881 1.2377 -0.05 -0.10 -0.06
N 1.1910 0.7871 0.5283 -0.22 0.03 -0.04
C 0.5188 1.7914 0.1010 0.01 -0.01 0.04
C -1.0937 0.7279 -1.8270 -0.13 0.10 0.00
C -2.1029 1.2373 -2.8317 0.11 0.01 0.01
C -3.0870 0.3501 -2.9491 -0.09 -0.06 0.00
C -2.7732 -0.8109 -2.0940 0.06 0.04 -0.13
N -1.6750 -0.5990 -1.4676 -0.52 0.01 -0.01
C -3.5691 -2.0896 -2.0080 0.02 -0.01 -0.01
C -4.2318 -2.1521 -0.6234 -0.04 0.01 -0.04
C -2.6283 -3.2862 -2.2038 -0.03 0.02 -0.02
C -4.6516 -2.1173 -3.0873 -0.05 -0.02 -0.03
H -0.2838 -0.2135 4.2606 0.02 0.02 -0.06
H -0.1562 0.7819 2.8016 -0.02 -0.03 0.02
H 0.5469 1.3403 4.3100 0.00 -0.02 0.01
H 2.1932 -0.3745 4.3318 0.05 0.04 0.04
H 1.3597 -1.5417 1.6777 0.03 0.03 0.01
H 0.9062 -2.2430 3.2435 0.03 0.03 -0.05
H 2.6056 -2.0821 2.7707 -0.03 0.01 0.04
H 3.9239 0.7681 4.2685 -0.01 0.01 -0.01
H 5.6511 2.1547 3.1725 -0.02 -0.03 -0.01
H 5.3704 2.7528 0.7975 -0.03 -0.01 0.01
H 2.5328 1.7943 -1.3117 -0.01 0.03 0.03
H 5.5716 1.8342 -1.3179 -0.03 -0.01 0.00
H 4.4991 1.6360 -2.7020 0.02 -0.01 0.03
H 4.5730 0.3834 -1.4519 0.00 0.05 0.00
H 4.4034 4.1151 -0.6967 -0.04 0.00 -0.03
H 2.6405 4.1917 -0.6878 0.02 -0.05 0.00
H 3.5047 3.8892 -2.1972 0.01 -0.01 0.03
H 0.8912 2.7983 0.2872 0.01 0.04 -0.04
H -2.0136 2.1711 -3.3569 0.01 -0.01 0.02
H -3.9496 0.4236 -3.5927 0.04 -0.01 0.03
H -3.4900 -2.1664 0.1718 0.02 -0.01 0.02
H -4.8263 -3.0648 -0.5520 0.00 0.03 0.00
H -4.8951 -1.3007 -0.4539 0.04 -0.03 -0.01
H -1.8328 -3.2896 -1.4601 0.00 -0.01 0.02
H -2.1715 -3.2720 -3.1960 -0.02 0.01 0.05
H -3.1956 -4.2129 -2.1007 0.02 0.03 -0.01
H -5.3813 -1.3167 -2.9490 0.03 -0.03 -0.01
H -5.1880 -3.0653 -3.0291 0.00 0.03 -0.01
H -4.2260 -2.0353 -4.0900 -0.02 0.00 0.04
```
Forces are in eV/Å.

Atomic partial charges in e from the Mulliken method, atoms 1 to 5:
1 Cr -1.12
2 O -0.70
3 C -0.14
4 N 1.46
5 C -2.53